No. 1
{
  "formula": "C36H68ClF13N3",
  "method": "ωB97M-V/def2-TZVPD",
  "homo_energy_ev": -12.01,
  "total_charge": 1,
  "species": ["N", "C", "N", "C", "Cl", "C", "C", "C", "C", "C", "F", "F", "C", "F", "F", "C", "F", "F", "C", "F", "F", "C", "F", "F", "C", "F", "F", "F", "N", "H", "H", "H", "H", "H", "H", "H", "H", "H", "H", "H", "H", "C", "C", "C", "C", "C", "C", "H", "H", "H", "H", "H", "H", "H", "H", "H", "H", "H", "H", "H", "H", "C", "C", "C", "C", "C", "C", "H", "H", "H", "H", "H", "H", "H", "H", "H", "H", "H", "H", "H", "H", "C", "C", "C", "C", "C", "C", "H", "H", "H", "H", "H", "H", "H", "H", "H", "H", "H", "H", "H", "H", "C", "C", "C", "C", "C", "C", "H", "H", "H", "H", "H", "H", "H", "H", "H", "H", "H", "H", "H", "H"],
  "xyz": [[-1.04587, 4.68408, 0.51296], [-2.13959, 3.92596, 0.48426], [-3.31313, 4.47870, 0.86951], [-3.83180, 3.79351, 2.09377], [-2.74663, 4.10829, 3.47043], [-3.94654, 2.32498, 1.78930], [-2.64413, 1.73016, 1.23167], [-2.93589, 0.32730, 0.72734], [-1.83696, -0.21034, -0.19094], [-1.64793, -1.71379, -0.11224], [-2.82850, -2.26793, 0.30194], [-1.38006, -2.25596, -1.31836], [-0.60745, -2.17981, 0.94441], [-0.90854, -3.39179, 1.42339], [-0.72593, -1.30518, 1.98497], [0.87492, -2.10478, 0.46271], [1.64643, -1.70971, 1.48944], [0.94632, -1.13190, -0.47738], [1.43381, -3.42777, -0.16173], [0.43359, -4.18163, -0.66467], [2.22527, -3.06606, -1.19802], [2.34493, -4.28813, 0.76110], [2.71220, -5.35180, 0.00425], [3.46383, -3.60802, 1.08359], [1.69640, -4.89388, 2.03294], [1.36036, -3.95336, 2.91936], [0.63315, -5.63262, 1.69585], [2.61097, -5.69943, 2.60119], [-2.07564, 2.58861, 0.13596], [-0.85563, 5.20894, 1.35343], [-0.43146, 4.80304, -0.27684], [-3.14853, 5.46060, 1.07471], [-4.80614, 4.18761, 2.33884], [-4.22705, 1.76778, 2.67534], [-4.71972, 2.16989, 1.04187], [-1.90134, 1.67868, 2.02098], [-2.99503, -0.28601, 1.61790], [-3.90890, 0.29298, 0.25025], [-2.02409, 0.06114, -1.22235], [-0.91122, 0.27147, 0.09932], [-2.58834, 2.42188, -0.72843], [-5.01849, -3.38639, 2.58719], [-5.59685, -2.12383, 1.95663], [-5.67670, -0.94342, 2.92505], [-6.58390, -1.15521, 4.13741], [-8.03373, -1.49624, 3.79836], [-8.75140, -0.39494, 3.02313], [-5.63696, -3.74736, 3.40930], [-4.95275, -4.18726, 1.85066], [-4.01234, -3.20392, 2.97221], [-6.58444, -2.33784, 1.54080], [-4.96939, -1.83633, 1.11235], [-6.00954, -0.05587, 2.37284], [-4.66579, -0.71406, 3.28813], [-6.56751, -0.24676, 4.74875], [-6.17042, -1.94654, 4.76716], [-8.57075, -1.67723, 4.73178], [-8.08024, -2.43136, 3.23494], [-8.75608, 0.53913, 3.58944], [-9.78767, -0.67257, 2.83092], [-8.28042, -0.20666, 2.05634], [1.23452, 7.64639, 0.28865], [2.42777, 6.82456, 0.77388], [3.76435, 7.32123, 0.22893], [3.89952, 7.25969, -1.29356], [3.70181, 5.87137, -1.90173], [4.72818, 4.84665, -1.42666], [1.12729, 7.60166, -0.79664], [0.30515, 7.27259, 0.73109], [1.33726, 8.69245, 0.57714], [2.28373, 5.77020, 0.51153], [2.46200, 6.86373, 1.86575], [4.56847, 6.74527, 0.69256], [3.91476, 8.35583, 0.54979], [4.89185, 7.62734, -1.56667], [3.18812, 7.95177, -1.75320], [3.76874, 5.95955, -2.98839], [2.69159, 5.50439, -1.68857], [5.74052, 5.17191, -1.66978], [4.56294, 3.88300, -1.90991], [4.67275, 4.68546, -0.34891], [-1.76382, 0.32263, -4.05539], [-2.92347, -0.60194, -4.41675], [-2.46879, -1.96427, -4.93637], [-1.64899, -1.91862, -6.22675], [-2.34546, -1.24390, -7.40814], [-3.62603, -1.95114, -7.84267], [-1.14211, 0.55203, -4.92035], [-2.13945, 1.27191, -3.66017], [-1.12858, -0.13627, -3.29341], [-3.56872, -0.11051, -5.14900], [-3.54121, -0.76158, -3.52641], [-3.34834, -2.59585, -5.08302], [-1.87186, -2.45803, -4.16299], [-1.38949, -2.94339, -6.50645], [-0.69856, -1.41049, -6.03918], [-1.65063, -1.22416, -8.25081], [-2.56587, -0.19864, -7.17196], [-3.42123, -2.98484, -8.12641], [-4.06834, -1.45024, -8.70423], [-4.37517, -1.95827, -7.04942], [6.01982, -3.94945, 2.77792], [6.51955, -3.58522, 1.38093], [7.73486, -4.39964, 0.94004], [8.98253, -4.21753, 1.80568], [9.48007, -2.77735, 1.92143], [9.90111, -2.17112, 0.58572], [6.77953, -3.75168, 3.53500], [5.13734, -3.36362, 3.03844], [5.74879, -5.00603, 2.83131], [6.74545, -2.51561, 1.33905], [5.71828, -3.75466, 0.66345], [7.97014, -4.14815, -0.09774], [7.46764, -5.46095, 0.93703], [9.78428, -4.83685, 1.39250], [8.79103, -4.60669, 2.80943], [10.33630, -2.76239, 2.60025], [8.71415, -2.14873, 2.38434], [10.69742, -2.75944, 0.12611], [10.27432, -1.15550, 0.72452], [9.06747, -2.11991, -0.11629]]
}

---

No. 2
{
  "formula": "C4H12",
  "method": "ωB97M-V/def2-TZVPD",
  "homo_energy_ev": -11.88,
  "e_above_lowest_kj_mol": 12.2,
  "species": ["C", "C", "H", "H", "H", "H", "H", "H", "C", "C", "H", "H", "H", "H", "H", "H"],
  "xyz": [[-0.27852, 2.38940, -1.14956], [1.21730, 2.04834, -1.10336], [-0.50085, 3.23473, -0.50249], [-0.57234, 2.62636, -2.15922], [-0.83429, 1.53422, -0.77029], [1.57403, 2.06098, -0.07384], [1.78386, 2.76182, -1.69837], [1.37180, 1.04208, -1.49202], [0.21109, -2.28053, 0.79150], [-1.16531, -2.10850, 1.42910], [0.86135, -1.46157, 1.11398], [0.73000, -3.18307, 1.12439], [0.21495, -2.34722, -0.29326], [-1.17521, -2.49637, 2.43547], [-1.89964, -2.72777, 0.89890], [-1.53821, -1.09290, 1.44906]]
}

---

No. 3
{
  "formula": "C5H11N3",
  "method": "ωB97M-V/def2-TZVPD",
  "homo_energy_ev": -7.41,
  "e_above_lowest_kj_mol": 327.1,
  "species": ["C", "C", "N", "C", "C", "N", "C", "N", "H", "H", "H", "H", "H", "H", "H", "H", "H", "H", "H"],
  "xyz": [[1.59641, -1.16899, -0.17941], [-1.14750, -0.21392, -1.68272], [1.01484, -0.11576, 0.63031], [-0.92039, -0.18293, 1.76534], [0.14798, 0.96924, 0.20537], [0.41622, 2.18450, 0.85073], [-0.74643, 0.92704, -0.80517], [-1.47953, -1.22911, 1.64399], [1.65177, 0.22666, 1.33341], [1.07164, 2.21113, 1.63071], [-0.40652, 2.67649, 1.16755], [-1.38140, -2.17767, 1.32298], [-1.32282, 1.83172, -0.94594], [2.57918, -0.87754, -0.55742], [1.70324, -2.08563, 0.40120], [0.98578, -1.41628, -1.04664], [-1.11701, -1.16211, -1.13992], [-2.16109, -0.05966, -2.04831], [-0.48435, -0.33718, -2.54604]]
}

---

No. 4
{
  "formula": "C52H44BrF10N4O2OsP2S",
  "method": "ωB97M-V/def2-TZVPD",
  "homo_energy_ev": [-10.53, -10.53],
  "total_charge": 1,
  "species": ["Os", "C", "N", "C", "C", "N", "C", "C", "F", "C", "F", "C", "F", "C", "F", "C", "F", "C", "C", "N", "C", "C", "F", "C", "F", "C", "F", "C", "F", "C", "F", "H", "H", "H", "H", "H", "H", "H", "H", "H", "H", "H", "C", "S", "C", "C", "C", "N", "P", "C", "C", "C", "C", "C", "C", "C", "C", "C", "C", "C", "C", "P", "C", "C", "C", "C", "C", "C", "C", "C", "C", "C", "C", "C", "H", "H", "H", "H", "H", "H", "H", "H", "H", "H", "H", "H", "H", "H", "H", "H", "H", "H", "H", "H", "H", "H", "H", "H", "H", "H", "H", "H", "H", "Br", "C", "C", "C", "C", "C", "C", "C", "O", "O", "H", "H", "H", "H"],
  "xyz": [[-1.58363, -0.19027, -0.78518], [-3.12417, 2.17874, -2.09074], [-3.36234, 0.78444, -1.66224], [-4.48149, 0.74201, -0.68760], [-3.89975, 0.62673, 0.68851], [-2.92355, -0.45778, 0.62598], [-3.15875, -1.48572, 1.56533], [-3.34416, -1.19545, 2.92159], [-3.32466, 0.07414, 3.33137], [-3.52820, -2.17645, 3.87595], [-3.66456, -1.85531, 5.15761], [-3.54673, -3.50775, 3.48710], [-3.71170, -4.46309, 4.39571], [-3.42362, -3.82816, 2.15014], [-3.50265, -5.09671, 1.76255], [-3.26109, -2.82457, 1.20587], [-3.28591, -3.19946, -0.07554], [-3.68355, -0.04974, -2.84057], [-3.45133, -1.48110, -2.44580], [-2.09209, -1.58713, -1.87442], [-1.34327, -2.68219, -2.39442], [-1.20229, -2.84435, -3.77341], [-1.67586, -1.92292, -4.62327], [-0.49474, -3.89192, -4.33154], [-0.36705, -3.98056, -5.64936], [0.11465, -4.82130, -3.50459], [0.81101, -5.82378, -4.01970], [0.00101, -4.67743, -2.13619], [0.58926, -5.55422, -1.32680], [-0.71764, -3.62114, -1.59199], [-0.80623, -3.58527, -0.26783], [-2.84968, 2.78918, -1.23618], [-4.03942, 2.56544, -2.54695], [-2.31246, 2.21788, -2.80787], [-5.09458, -0.13391, -0.89464], [-5.11549, 1.62496, -0.80450], [-4.68883, 0.45253, 1.41911], [-3.39616, 1.56220, 0.96678], [-3.01504, 0.22577, -3.65690], [-4.71202, 0.12245, -3.17318], [-3.57011, -2.13393, -3.30431], [-4.16755, -1.81767, -1.68934], [6.09410, -0.30399, 1.19462], [5.38649, 1.24473, 1.78117], [4.24840, 0.58849, 3.02657], [2.94309, 0.04934, 2.44857], [2.14668, 1.16289, 1.80311], [0.90185, 0.74435, 1.10326], [0.65034, -0.68974, 0.25114], [0.94971, -2.13013, 1.34757], [-0.02077, -2.49415, 2.27182], [0.17020, -3.55989, 3.13884], [1.34254, -4.29610, 3.08086], [2.32167, -3.95245, 2.15955], [2.12899, -2.87881, 1.30569], [1.98181, -0.82862, -0.96624], [2.16447, -2.00207, -1.69818], [3.11887, -2.06620, -2.69599], [3.90901, -0.95610, -2.98006], [3.73543, 0.21419, -2.26445], [2.76651, 0.28069, -1.26818], [-0.54227, 1.62621, 1.19889], [-0.75722, 1.73715, 3.01097], [-0.32281, 0.66670, 3.79501], [-0.51665, 0.65375, 5.16571], [-1.16360, 1.71281, 5.78452], [-1.58189, 2.79308, 5.02340], [-1.37470, 2.81053, 3.65118], [-0.25124, 3.37485, 0.76880], [1.00149, 3.83952, 0.36992], [1.18736, 5.16617, 0.01967], [0.12039, 6.05355, 0.05479], [-1.13538, 5.60234, 0.42618], [-1.31712, 4.26999, 0.77505], [6.82767, -0.05349, 0.43009], [5.34620, -0.95541, 0.74083], [6.60152, -0.83096, 2.00151], [4.06580, 1.39033, 3.74467], [4.76616, -0.20726, 3.56350], [2.35739, -0.44230, 3.22912], [3.19509, -0.71066, 1.70830], [2.79587, 1.67980, 1.09982], [1.84609, 1.89403, 2.55830], [-0.93946, -1.93254, 2.31987], [-0.60004, -3.82015, 3.85338], [1.49530, -5.13451, 3.74724], [3.24208, -4.51875, 2.10638], [2.91084, -2.62982, 0.60206], [1.57508, -2.87798, -1.47687], [3.25474, -2.98675, -3.24922], [4.65568, -1.00887, -3.76136], [4.33702, 1.08640, -2.48456], [2.61955, 1.21336, -0.74292], [0.19835, -0.16170, 3.34095], [-0.16027, -0.18581, 5.74929], [-1.32870, 1.70238, 6.85344], [-2.06262, 3.63738, 5.49946], [-1.67848, 3.68649, 3.09860], [1.83555, 3.15876, 0.30371], [2.16758, 5.50543, -0.28950], [0.26822, 7.09052, -0.21553], [-1.97632, 6.28267, 0.44537], [-2.31719, 3.93549, 1.03032], [2.64021, 5.58410, -3.89786], [2.04750, 3.81643, -4.18983], [2.43546, 3.14087, -5.33869], [2.00722, 1.83591, -5.54471], [1.20314, 1.20681, -4.60779], [0.82462, 1.89946, -3.46536], [1.23640, 3.20992, -3.24912], [-0.00091, 1.24611, -2.42615], [-0.43218, 1.84584, -1.41462], [-0.31655, 0.02948, -2.51163], [3.06358, 3.63746, -6.06522], [2.31257, 1.31344, -6.44116], [0.87479, 0.18532, -4.74234], [0.92608, 3.73250, -2.35411]]
}